1.
Formula: C40H37N3OSSnTe
Source: OMol25
Level of theory: ωB97M-V/def2-TZVPD

Calculated values
energy above the lowest of the compared OMol25 structures with the same formula, charge and spin = 0.0 kcal/mol
E_HOMO = -13.588 eV
E = -2665.99966 Ha
orbital gap = 0.2915 Eh
LUMO energy = -5.656 eV
charge = +2

Geometry (Å):
Sn (0.057457, -0.831546, -0.922298)
C (-2.285954, 2.205664, 4.602043)
C (-3.501911, 1.481643, 4.102921)
C (-4.772885, 1.774608, 4.587680)
C (-5.893137, 1.091322, 4.140920)
C (-5.765007, 0.074332, 3.206739)
C (-4.510819, -0.246435, 2.713510)
C (-3.400566, 0.469501, 3.147356)
N (-2.098110, 0.134349, 2.648447)
C (-1.754415, 0.019770, 1.361782)
N (-2.622169, 0.509914, 0.459757)
C (-2.680911, 0.483626, -0.953829)
C (-1.668444, -0.028678, -1.762989)
C (-1.808768, 0.035777, -3.151707)
C (-2.938390, 0.577569, -3.720034)
C (-3.934358, 1.093667, -2.898108)
C (-3.826317, 1.076720, -1.517538)
C (-4.902027, 1.691957, -0.664958)
N (-0.569496, -0.527738, 1.032234)
C (0.254855, -0.997565, 2.119296)
C (1.311424, -0.202639, 2.535197)
C (2.083592, -0.596734, 3.616042)
C (1.777690, -1.776656, 4.275878)
C (0.727278, -2.569732, 3.839058)
C (-0.050803, -2.208850, 2.744334)
C (-1.174973, -3.088192, 2.279377)
H (-2.570592, 3.029375, 5.252355)
H (-1.693121, 2.612166, 3.780414)
H (-1.636419, 1.544992, 5.182518)
H (-4.881782, 2.557513, 5.327072)
H (-6.868385, 1.347206, 4.531370)
H (-6.631825, -0.483923, 2.881500)
H (-4.390638, -1.063315, 2.011459)
H (-1.367741, -0.058803, 3.320257)
H (-3.443001, 0.911908, 0.893609)
H (-1.019966, -0.349733, -3.789208)
H (-3.048208, 0.612174, -4.794536)
H (-4.817901, 1.533439, -3.342106)
H (-5.591470, 2.260453, -1.284007)
H (-4.500118, 2.389195, 0.075970)
H (-5.485432, 0.934185, -0.135550)
H (1.511371, 0.732969, 2.024863)
H (2.909842, 0.018199, 3.944865)
H (2.365404, -2.088122, 5.128789)
H (0.507091, -3.497481, 4.352406)
H (-1.008979, -4.115629, 2.597710)
H (-1.274716, -3.088384, 1.192151)
H (-2.132962, -2.769418, 2.698158)
Te (1.841503, -2.819256, -1.153704)
C (2.708881, -3.243328, 0.724950)
C (2.373360, -4.433922, 1.362518)
C (3.147363, -4.880254, 2.423418)
C (4.239058, -4.138557, 2.849212)
C (4.563512, -2.945933, 2.218124)
C (3.807337, -2.498142, 1.146319)
H (1.532729, -5.024399, 1.020083)
H (2.903248, -5.816894, 2.906078)
H (4.847616, -4.497682, 3.668484)
H (5.421955, -2.373871, 2.544833)
H (4.087109, -1.590777, 0.626055)
O (1.209011, 0.290631, -2.312482)
S (2.051534, 1.581999, -2.495020)
C (1.374868, 2.333924, -3.944931)
C (1.190691, 1.619886, -5.124583)
C (0.638131, 2.267835, -6.212425)
C (0.284195, 3.611734, -6.118569)
C (0.474881, 4.311680, -4.939199)
C (1.020182, 3.669537, -3.835210)
C (3.639185, 0.999219, -3.014754)
C (3.790097, -0.178876, -3.735468)
C (5.063411, -0.564529, -4.114190)
C (6.160566, 0.219495, -3.773703)
C (5.994976, 1.388426, -3.047271)
C (4.724775, 1.783690, -2.652825)
H (1.477536, 0.579198, -5.194373)
H (0.493333, 1.733678, -7.141453)
H (-0.139887, 4.113352, -6.977833)
H (0.200208, 5.355152, -4.872759)
H (1.170768, 4.203828, -2.905574)
H (2.931269, -0.787476, -3.983804)
H (5.204595, -1.476535, -4.677556)
H (7.152321, -0.089217, -4.074610)
H (6.852153, 1.989935, -2.779087)
H (4.584243, 2.691831, -2.079859)

Atoms 1-3, force components in eV/Å:
Sn -0.035 -0.182 -0.115
C 0.048 0.054 -0.001
C -0.062 -0.031 -0.081

***

2.
Formula: C40H38CaIN3P2S3
Source: OMol25
Level of theory: ωB97M-V/def2-TZVPD

Calculated values
energy above the lowest of the compared OMol25 structures with the same formula, charge and spin = 23.0 kcal/mol
E_HOMO = -6.780 eV
E = -4564.01564 Ha
orbital gap = 0.2498 Eh
LUMO energy = 0.016 eV

Geometry (Å):
Ca (-1.504302, 0.813223, 0.645935)
C (-2.757395, 3.551504, 3.448737)
C (-3.291614, 2.316419, 2.781411)
C (-4.045804, 2.381755, 1.613048)
C (-4.541119, 1.232667, 0.994676)
C (-5.352810, 1.318729, -0.268911)
C (-4.270771, -0.001019, 1.577963)
C (-3.515488, -0.105431, 2.747691)
C (-3.210893, -1.447560, 3.346929)
C (-3.027222, 1.061697, 3.327941)
H (-1.676263, 3.477484, 3.577036)
H (-3.201195, 3.676139, 4.437654)
H (-2.973241, 4.446728, 2.865743)
H (-4.280453, 3.353874, 1.187244)
H (-6.420250, 1.356812, -0.042149)
H (-5.176541, 0.447895, -0.900719)
H (-5.105883, 2.212860, -0.842651)
H (-4.626787, -0.903873, 1.096599)
H (-4.054032, -1.795409, 3.948199)
H (-2.329649, -1.394252, 3.984977)
H (-3.021147, -2.181110, 2.563395)
H (-2.406961, 0.990731, 4.213751)
S (0.271884, 0.473717, 2.752265)
P (1.415562, -0.117501, 1.160830)
C (0.613301, -0.179839, -0.291404)
P (-0.262537, -1.398595, -0.985746)
S (-2.156612, -1.738966, -0.267790)
C (0.603284, -2.989367, -1.168611)
C (-0.047431, -4.212796, -1.076521)
C (0.666538, -5.393863, -1.219913)
C (2.033841, -5.355891, -1.454057)
C (2.689713, -4.134824, -1.545630)
C (1.976260, -2.955846, -1.403543)
C (-0.614948, -0.911296, -2.737392)
C (0.545430, -0.270140, -3.551315)
C (1.241709, -1.137338, -4.546531)
C (0.649066, -2.238482, -5.004501)
C (-0.674012, -2.642940, -4.518562)
C (-1.261576, -2.041050, -3.484629)
C (2.278911, -1.647548, 1.635111)
C (1.495799, -2.739261, 2.009648)
C (2.079034, -3.971806, 2.242438)
C (3.455058, -4.125558, 2.113805)
C (4.240061, -3.043887, 1.749708)
C (3.652818, -1.808157, 1.504529)
C (2.747734, 1.132541, 1.042009)
C (3.406726, 1.591225, 2.181248)
C (4.389936, 2.562243, 2.079088)
C (4.717929, 3.091854, 0.835516)
C (4.063370, 2.643383, -0.301403)
C (3.083747, 1.662891, -0.197158)
H (-1.112205, -4.232258, -0.878128)
H (0.156006, -6.345640, -1.141723)
H (2.591429, -6.278593, -1.556663)
H (3.758655, -4.102024, -1.714662)
H (2.482827, -1.998399, -1.445806)
H (1.237813, 0.217529, -2.859910)
H (2.226626, -0.848701, -4.894109)
H (1.140939, -2.865189, -5.737822)
H (-1.163803, -3.478643, -5.002912)
H (-2.218885, -2.383363, -3.108423)
H (0.421402, -2.617692, 2.103517)
H (1.461826, -4.817487, 2.518097)
H (3.912019, -5.090172, 2.295774)
H (5.312093, -3.159263, 1.649298)
H (4.270684, -0.970372, 1.204653)
H (3.131294, 1.195038, 3.151707)
H (4.895321, 2.914518, 2.969385)
H (5.478569, 3.858563, 0.756987)
H (4.310116, 3.058902, -1.270632)
H (2.547123, 1.305507, -1.068837)
I (2.092845, 6.255940, 0.915875)
C (0.415738, 5.091390, 0.706751)
C (-0.808890, 5.478755, 0.216412)
N (-1.602796, 4.392714, 0.281830)
N (-0.964310, 3.321822, 0.779595)
C (0.264782, 3.735796, 1.050938)
H (-1.161322, 6.426825, -0.151935)
H (-2.562024, 4.305933, -0.005813)
H (0.981763, 3.054336, 1.482464)
S (-0.061189, 2.511615, -3.918741)
C (-0.470855, 0.764562, -4.090375)
C (-1.443099, 0.392212, -2.940734)
N (-1.362604, 1.432414, -1.899896)
C (-0.742324, 2.461293, -2.306132)
H (-0.836627, 0.543217, -5.089987)
H (-2.494516, 0.228509, -3.183400)
H (-0.595192, 3.327640, -1.672625)

Atoms 1-3, force components in eV/Å:
Ca -0.031 0.029 0.082
C 0.022 0.022 -0.001
C -0.025 -0.034 0.022